[1]
{"formula": "C5H38N2O14", "method": "the ωB97M-V functional and the def2-TZVPD basis", "elements": ["C", "C", "C", "C", "N", "C", "N", "O", "H", "H", "H", "H", "H", "H", "H", "H", "H", "H", "H", "H", "H", "H", "O", "H", "H", "O", "H", "H", "O", "H", "H", "O", "H", "H", "O", "H", "H", "O", "H", "H", "O", "H", "H", "O", "H", "H", "O", "H", "H", "O", "H", "H", "O", "H", "H", "O", "H", "H", "O"], "positions_angstrom": [[0.29, 2.13, 0.14], [0.30, 2.32, 1.69], [-0.59, 3.59, 2.05], [1.69, 2.68, 2.18], [0.76, 0.86, -0.39], [0.09, 0.37, -1.47], [0.63, -0.76, -2.04], [-0.82, 0.97, -2.08], [-0.82, 2.13, -0.10], [0.74, 3.07, -0.17], [-0.23, 1.54, 2.24], [-1.47, 3.42, 2.65], [-0.77, 4.15, 1.13], [-0.02, 4.33, 2.57], [1.92, 2.42, 3.23], [1.88, 3.74, 1.99], [2.38, 2.14, 1.47], [1.16, 0.23, 0.28], [1.04, -1.38, -1.35], [0.00, -1.32, -2.60], [3.84, -2.13, -0.26], [3.76, -0.97, -1.32], [4.34, -1.61, -0.89], [-2.63, -3.47, -0.20], [-2.41, -3.59, 1.22], [-1.89, -3.41, 0.42], [3.90, 0.00, 1.11], [3.19, 0.21, 2.45], [3.03, -0.01, 1.53], [-2.25, 0.43, -2.66], [-3.34, 0.87, -3.47], [-3.21, 0.19, -2.80], [3.38, 2.86, -1.42], [2.16, 2.31, -2.22], [3.12, 2.27, -2.13], [-3.61, -1.86, 1.86], [-2.70, -1.20, 2.77], [-2.97, -2.10, 2.54], [-0.37, -0.97, 3.42], [0.67, -0.89, 2.34], [0.44, -0.49, 3.20], [0.54, -2.11, 1.11], [-0.94, -1.75, 0.64], [0.00, -1.49, 0.61], [-1.22, -3.30, -2.26], [0.01, -3.70, -1.39], [-0.28, -3.48, -2.28], [3.19, -3.28, -1.22], [2.12, -4.23, -1.33], [2.52, -3.68, -0.64], [-3.67, 0.82, 0.73], [-3.08, -0.50, 0.13], [-3.59, -0.14, 0.87], [-1.70, -1.65, -1.33], [-3.08, -1.48, -2.15], [-2.58, -2.00, -1.51], [-1.65, 2.87, -2.00], [-0.30, 2.65, -2.59], [-0.89, 3.37, -2.28]], "orbital_gap_ev": 10.00, "fmax_ev_per_a": 3.80, "energy_ev": -37447.2107, "multiplicity": 1, "homo_energy_ev": -9.96, "charge": 0}



[2]
{"formula": "C48H53BaF8N4O5", "method": "the ωB97M-V functional and the def2-TZVPD basis", "elements": ["Ba", "C", "C", "C", "C", "C", "C", "C", "N", "C", "C", "C", "C", "C", "C", "O", "C", "C", "C", "C", "C", "C", "C", "C", "C", "O", "C", "C", "C", "C", "C", "C", "H", "H", "H", "H", "H", "H", "H", "H", "H", "H", "H", "H", "H", "H", "H", "H", "H", "H", "H", "H", "H", "H", "H", "H", "H", "H", "H", "H", "H", "H", "H", "H", "H", "H", "H", "H", "H", "H", "H", "H", "C", "O", "C", "C", "C", "C", "C", "C", "N", "N", "C", "C", "O", "C", "C", "C", "C", "C", "C", "C", "C", "H", "H", "H", "H", "H", "H", "H", "H", "H", "H", "H", "H", "H", "O", "N", "F", "C", "F", "C", "F", "F", "F", "F", "C", "F", "F"], "positions_angstrom": [[-0.15, 1.16, 1.15], [-2.61, 1.54, -6.01], [-3.24, 0.22, -5.56], [-4.77, 0.41, -5.51], [-2.90, -0.85, -6.60], [-2.76, -0.21, -4.18], [-2.00, 0.61, -3.38], [-1.57, 0.23, -2.08], [-0.85, 1.03, -1.27], [-0.17, 2.13, -1.74], [0.53, 2.18, -2.96], [1.21, 3.30, -3.36], [1.09, 4.46, -2.56], [0.42, 4.49, -1.35], [-0.16, 3.28, -0.85], [-0.70, 3.17, 0.31], [0.31, 5.77, -0.52], [-1.17, 6.09, -0.28], [1.03, 5.60, 0.82], [0.93, 6.97, -1.24], [2.10, 3.25, -4.60], [2.72, 4.61, -4.94], [3.25, 2.26, -4.34], [1.29, 2.77, -5.81], [-2.05, -1.02, -1.60], [-1.62, -1.49, -0.35], [-2.88, -1.86, -2.37], [-3.17, -1.45, -3.66], [-3.47, -3.17, -1.82], [-4.23, -2.90, -0.52], [-4.46, -3.80, -2.80], [-2.34, -4.18, -1.60], [-2.95, 1.78, -7.02], [-1.52, 1.47, -6.03], [-2.89, 2.36, -5.35], [-5.14, 0.75, -6.49], [-5.03, 1.16, -4.76], [-5.27, -0.52, -5.25], [-3.27, -0.55, -7.59], [-3.34, -1.82, -6.36], [-1.82, -0.99, -6.67], [-1.74, 1.61, -3.70], [0.59, 1.26, -3.53], [1.56, 5.37, -2.91], [-1.65, 5.29, 0.29], [-1.70, 6.21, -1.22], [-1.26, 7.02, 0.29], [0.55, 4.83, 1.42], [1.01, 6.54, 1.38], [2.07, 5.31, 0.66], [0.46, 7.16, -2.21], [2.01, 6.84, -1.40], [0.79, 7.86, -0.62], [3.34, 4.98, -4.12], [1.94, 5.35, -5.16], [3.35, 4.51, -5.82], [3.86, 2.59, -3.50], [3.89, 2.17, -5.22], [2.87, 1.27, -4.08], [0.45, 3.45, -6.00], [0.90, 1.77, -5.66], [1.93, 2.75, -6.71], [-3.78, -2.08, -4.28], [-4.97, -2.11, -0.66], [-3.58, -2.61, 0.30], [-4.76, -3.81, -0.21], [-5.29, -3.11, -3.03], [-4.89, -4.70, -2.35], [-3.98, -4.09, -3.73], [-1.56, -3.76, -0.96], [-1.88, -4.45, -2.55], [-2.73, -5.09, -1.13], [0.65, -3.55, 1.12], [1.20, -2.69, 0.14], [1.67, -3.18, -1.00], [1.45, -4.49, -1.42], [1.77, -4.88, -2.71], [2.32, -3.95, -3.61], [2.61, -2.68, -3.17], [2.36, -2.27, -1.85], [2.82, -1.03, -1.58], [3.01, -0.60, -0.39], [3.26, -1.34, 0.80], [2.42, -1.03, 1.89], [1.41, -0.27, 1.76], [2.74, -1.67, 3.14], [3.73, -2.60, 3.22], [4.52, -2.97, 2.09], [5.54, -3.93, 2.18], [6.32, -4.25, 1.10], [6.10, -3.60, -0.13], [5.11, -2.66, -0.25], [4.28, -2.32, 0.85], [-0.22, -4.10, 0.74], [0.33, -2.90, 1.93], [1.40, -4.26, 1.49], [0.99, -5.20, -0.75], [1.57, -5.89, -3.03], [2.53, -4.24, -4.63], [3.08, -1.96, -3.83], [2.15, -1.39, 4.00], [3.95, -3.07, 4.17], [5.70, -4.42, 3.13], [7.10, -4.99, 1.18], [6.72, -3.84, -0.98], [4.96, -2.16, -1.20], [-2.24, 0.28, 0.73], [-1.64, -0.74, 0.79], [1.16, 2.40, 2.47], [0.63, 2.03, 3.77], [-0.50, 1.17, 3.37], [-0.10, 3.30, 4.18], [0.77, 4.32, 4.28], [-1.09, 3.72, 3.35], [-0.68, 3.13, 5.39], [2.69, 1.55, -1.10], [3.51, 0.76, -0.42], [3.65, 1.25, 0.79], [4.71, 0.81, -1.03]], "orbital_gap_ev": [2.71, 2.71], "fmax_ev_per_a": 5.21, "energy_ev": -89263.3233, "multiplicity": 1, "homo_energy_ev": [-3.14, -3.15], "charge": -1}



[3]
{"formula": "C14H32NO16S5", "method": "the ωB97M-V functional and the def2-TZVPD basis", "elements": ["C", "C", "C", "C", "N", "S", "C", "C", "H", "H", "H", "H", "H", "H", "H", "H", "H", "H", "H", "H", "H", "H", "H", "H", "C", "C", "O", "S", "O", "O", "O", "H", "H", "H", "H", "C", "C", "O", "S", "O", "O", "O", "H", "H", "H", "H", "C", "C", "O", "S", "O", "O", "O", "H", "H", "H", "H", "C", "C", "O", "S", "O", "O", "O", "H", "H", "H", "H"], "positions_angstrom": [[0.84, -0.36, -1.05], [1.16, 0.91, -1.82], [-0.10, 1.61, -2.30], [-0.74, 2.48, -1.23], [-1.99, 3.13, -1.76], [-3.43, 2.44, -1.29], [-3.67, 0.80, -1.99], [-4.99, 0.28, -1.39], [1.74, -0.94, -0.93], [0.42, -0.13, -0.08], [0.14, -0.95, -1.63], [1.72, 0.62, -2.71], [1.81, 1.57, -1.26], [0.13, 2.26, -3.14], [-0.83, 0.87, -2.62], [-0.08, 3.29, -0.97], [-0.97, 1.93, -0.32], [-1.93, 3.16, -2.77], [-3.22, 2.17, 0.04], [-2.85, 0.16, -1.72], [-3.76, 0.89, -3.07], [-5.08, -0.78, -1.55], [-5.00, 0.51, -0.34], [-5.81, 0.84, -1.84], [-0.07, 6.49, 1.06], [0.68, 6.57, -0.25], [1.80, 7.41, 0.04], [2.28, 7.18, 1.56], [3.35, 6.25, 1.58], [2.36, 8.44, 2.19], [0.95, 6.42, 2.06], [-0.67, 7.39, 1.24], [-0.71, 5.61, 1.13], [0.09, 7.00, -1.05], [1.06, 5.59, -0.55], [-6.88, 2.10, 2.42], [-6.39, 2.09, 3.86], [-4.97, 1.88, 3.74], [-4.43, 2.59, 2.43], [-3.88, 3.85, 2.73], [-3.68, 1.62, 1.67], [-5.84, 2.80, 1.70], [-6.96, 1.09, 2.02], [-7.82, 2.62, 2.30], [-6.82, 1.28, 4.44], [-6.56, 3.04, 4.35], [2.80, -4.90, 1.58], [2.65, -3.50, 1.03], [1.40, -3.55, 0.31], [0.39, -4.55, 1.04], [-0.48, -3.80, 1.87], [-0.11, -5.45, 0.07], [1.46, -5.28, 1.97], [3.15, -5.59, 0.82], [3.46, -4.94, 2.44], [3.46, -3.23, 0.36], [2.56, -2.76, 1.83], [6.07, -7.61, -2.50], [7.25, -7.69, -1.56], [7.10, -6.53, -0.72], [5.55, -6.22, -0.50], [5.14, -6.78, 0.73], [5.31, -4.85, -0.81], [4.99, -7.13, -1.68], [6.24, -6.89, -3.30], [5.81, -8.57, -2.93], [8.20, -7.65, -2.07], [7.20, -8.58, -0.93]], "orbital_gap_ev": 9.90, "fmax_ev_per_a": 1.26, "energy_ev": -103452.3714, "multiplicity": 1, "homo_energy_ev": -12.58, "charge": 1}



[4]
{"formula": "C10H26Cl2FI2LiN8Na2O8S", "method": "the ωB97M-V functional and the def2-TZVPD basis", "elements": ["C", "C", "I", "C", "I", "C", "N", "C", "N", "C", "N", "C", "C", "N", "N", "N", "S", "H", "H", "H", "H", "H", "H", "H", "H", "H", "H", "H", "H", "H", "H", "H", "C", "O", "H", "H", "H", "Cl", "C", "O", "N", "N", "H", "H", "H", "H", "Na", "Na", "O", "H", "O", "H", "H", "H", "O", "Cl", "O", "O", "O", "Li", "F"], "positions_angstrom": [[3.92, -1.79, 1.45], [3.96, -3.01, 2.47], [3.40, -2.39, 4.49], [3.12, -4.30, 2.02], [2.73, -5.47, 3.86], [1.70, -3.96, 1.44], [0.88, -2.94, 1.97], [-0.29, -3.07, 1.15], [-1.29, -2.23, 1.44], [-2.55, -2.36, 0.63], [-3.13, -3.72, 1.00], [-1.24, -1.18, 2.49], [-0.40, 0.02, 1.83], [-0.59, 0.13, 0.55], [-0.18, -4.08, 0.17], [1.06, -4.64, 0.34], [1.63, -5.92, -0.67], [4.81, -1.11, 1.71], [3.00, -1.13, 1.63], [4.06, -2.07, 0.36], [5.05, -3.35, 2.54], [3.70, -5.01, 1.35], [-2.36, -2.26, -0.48], [-3.32, -1.55, 0.93], [-3.89, -3.98, 0.37], [-3.43, -3.66, 1.99], [-2.28, -0.79, 2.74], [-0.73, -1.57, 3.42], [0.30, 0.71, 2.40], [0.01, 0.91, 0.24], [-0.90, -4.33, -0.52], [1.82, -5.32, -1.93], [-3.59, 0.79, -1.42], [-4.90, 0.80, -1.21], [-2.94, 0.65, -0.52], [-3.19, 0.00, -2.10], [-3.14, 1.71, -1.86], [-0.31, 2.78, -0.22], [2.37, 3.72, -3.30], [2.56, 2.77, -2.54], [1.31, 4.55, -3.18], [3.20, 4.01, -4.33], [1.14, 5.33, -3.79], [0.66, 4.37, -2.43], [4.00, 3.41, -4.45], [3.06, 4.79, -4.97], [-4.45, -2.56, 2.54], [-1.24, 1.53, -2.15], [3.67, 1.51, 4.08], [3.55, 0.56, 4.18], [-8.18, -1.01, 3.23], [-9.14, -1.26, 3.14], [-7.97, -0.73, 4.16], [-7.93, -0.32, 2.57], [5.51, 7.60, -5.09], [4.15, 7.58, -5.55], [3.33, 8.43, -4.71], [3.64, 6.22, -5.49], [4.09, 8.05, -6.92], [-3.47, 3.87, -1.02], [-4.11, 6.34, -0.09]], "orbital_gap_ev": 1.36, "fmax_ev_per_a": 6.21, "energy_ev": -102904.2384, "multiplicity": 1, "homo_energy_ev": -6.56, "charge": 0}



[5]
{"formula": "C6H10", "method": "the ωB97M-V functional and the def2-TZVPD basis", "elements": ["C", "C", "C", "C", "C", "C", "H", "H", "H", "H", "H", "H", "H", "H", "H", "H"], "positions_angstrom": [[-1.80, 0.71, -0.35], [-0.23, 1.09, -0.23], [1.25, 0.52, 0.39], [0.97, -0.72, 1.20], [0.30, -1.28, -0.09], [0.61, 0.04, -0.86], [-2.31, 0.25, 0.50], [-1.94, 0.03, -1.22], [-2.35, 1.63, -0.64], [-0.07, 2.16, -0.31], [2.25, 1.00, 0.38], [1.82, -1.32, 1.56], [0.35, -0.49, 2.07], [-0.74, -1.61, 0.00], [0.92, -2.06, -0.51], [0.97, 0.04, -1.89]], "smiles": "C[C@H]1[C@H]2CC[C@@H]12", "orbital_gap_ev": 10.03, "fmax_ev_per_a": 1.50, "energy_ev": -6380.7810, "multiplicity": 1, "homo_energy_ev": -8.88, "charge": 0}



[6]
{"formula": "C3H9S2", "method": "the ωB97M-V functional and the def2-TZVPD basis", "elements": ["C", "S", "H", "H", "H", "C", "C", "S", "H", "H", "H", "H", "H", "H"], "positions_angstrom": [[0.89, -1.06, 2.41], [1.51, -2.01, 0.89], [0.55, -0.02, 1.96], [1.80, -1.00, 3.08], [0.04, -1.67, 2.86], [-1.33, 0.40, -1.67], [-0.42, 1.36, -0.97], [1.38, 0.96, -1.18], [-1.32, 0.65, -2.79], [-1.03, -0.65, -1.58], [-2.37, 0.31, -1.36], [-0.57, 1.45, 0.11], [-0.75, 2.35, -1.47], [1.61, -1.07, -0.27]], "orbital_gap_ev": 6.45, "fmax_ev_per_a": 2.51, "energy_ev": -24927.4101, "multiplicity": 1, "homo_energy_ev": -2.82, "charge": -1}



[7]
{"formula": "C6H10O", "method": "the ωB97M-V functional and the def2-TZVPD basis", "elements": ["C", "O", "C", "C", "C", "C", "C", "H", "H", "H", "H", "H", "H", "H", "H", "H", "H"], "positions_angstrom": [[0.00, -2.31, 0.29], [-0.67, -1.11, 0.62], [-0.88, -0.28, -0.48], [-0.95, 1.18, -0.26], [-0.01, 1.58, 0.87], [1.18, 0.95, 0.10], [0.22, 0.57, -1.03], [-0.71, -3.12, 0.07], [0.61, -2.60, 1.16], [0.67, -2.18, -0.58], [-1.58, -0.68, -1.22], [-1.78, 1.78, -0.63], [0.10, 2.67, 0.97], [-0.24, 1.15, 1.85], [1.93, 1.69, -0.21], [1.68, 0.11, 0.58], [0.44, 0.62, -2.10]], "smiles": "CO[C@@H]1[C@@H]2CC[C@@H]21", "orbital_gap_ev": 10.48, "fmax_ev_per_a": 0.32, "energy_ev": -8429.4124, "multiplicity": 1, "homo_energy_ev": -9.35, "charge": 0}



[8]
{"formula": "C28H27FMoN4S2Si", "method": "the ωB97M-V functional and the def2-TZVPD basis", "elements": ["Mo", "S", "C", "C", "C", "C", "C", "C", "C", "C", "C", "N", "H", "H", "H", "H", "H", "H", "C", "Si", "C", "C", "N", "C", "C", "C", "C", "C", "C", "F", "H", "H", "H", "H", "H", "H", "H", "H", "H", "H", "H", "H", "H", "S", "C", "C", "C", "N", "C", "C", "C", "C", "C", "N", "C", "C", "H", "H", "H", "H", "H", "H", "H", "H"], "positions_angstrom": [[-0.80, 0.51, 0.43], [-0.32, 4.74, -0.77], [-1.92, 4.35, -1.24], [-2.28, 3.08, -0.89], [-1.22, 2.39, -0.22], [-0.09, 3.19, -0.10], [1.08, 2.75, 0.66], [2.21, 3.49, 0.94], [3.20, 2.93, 1.74], [3.05, 1.65, 2.24], [1.90, 0.94, 1.91], [0.95, 1.48, 1.14], [-2.51, 5.09, -1.75], [-3.25, 2.66, -1.10], [2.31, 4.50, 0.56], [4.08, 3.51, 1.98], [3.79, 1.19, 2.87], [1.73, -0.07, 2.26], [-4.09, 0.87, 3.52], [-2.24, 0.74, 3.44], [-1.44, 2.42, 3.34], [-1.47, -0.24, 4.83], [-1.89, -0.11, 1.84], [-2.71, -1.23, 1.47], [-3.13, -2.22, 2.36], [-3.94, -3.25, 1.88], [-4.32, -3.31, 0.55], [-3.89, -2.35, -0.36], [-3.10, -1.36, 0.16], [-2.56, -0.36, -0.68], [-4.35, 1.55, 4.33], [-4.57, -0.08, 3.72], [-4.49, 1.28, 2.59], [-1.75, 2.96, 4.24], [-1.78, 3.02, 2.49], [-0.35, 2.39, 3.35], [-1.03, 0.43, 5.56], [-0.68, -0.90, 4.47], [-2.20, -0.86, 5.36], [-2.84, -2.18, 3.40], [-4.28, -4.01, 2.57], [-4.95, -4.12, 0.20], [-4.15, -2.37, -1.41], [2.52, -3.41, -3.76], [1.75, -2.31, -2.68], [2.03, -0.94, -2.56], [1.34, -0.19, -1.64], [0.38, -0.71, -0.85], [0.10, -2.03, -0.96], [0.76, -2.84, -1.84], [3.75, -2.42, -4.59], [5.09, -2.58, -4.28], [6.01, -1.81, -4.98], [5.67, -0.93, -5.91], [4.38, -0.80, -6.20], [3.38, -1.52, -5.58], [2.79, -0.47, -3.17], [1.54, 0.87, -1.53], [-0.67, -2.42, -0.31], [0.51, -3.89, -1.88], [5.41, -3.29, -3.53], [7.07, -1.91, -4.78], [4.13, -0.08, -6.97], [2.34, -1.40, -5.87]], "orbital_gap_ev": [6.96, 7.12], "fmax_ev_per_a": 0.56, "energy_ev": -69543.3063, "multiplicity": 3, "homo_energy_ev": [-13.96, -14.16], "charge": 2, "s_squared": 2.02}



> multiplicity of number 2 (C48H53BaF8N4O5)?

1